Entry 1:
Below is 13 unconnected molecules or ions with the total composition C60H132O43P4 in a non-equilibrium geometry, with properties calculated with wB97M-V/def2-TZVPD.

Geometry as XYZ:
```
239
Properties=species:S:1:pos:R:3
P 0.34771 0.32898 -1.28770
P -3.55662 5.99766 1.15561
P -0.76581 0.68171 5.84667
P -3.63279 -5.53769 0.02260
O -4.47579 6.14299 -0.22557
O -6.09218 -5.35346 -4.03397
O -5.57601 3.11676 -4.66904
O 6.28556 3.74535 -0.62773
O 2.07062 -5.89840 1.98374
O 7.57969 -4.21806 1.08442
O -1.09949 1.30971 -9.20588
O -3.57752 2.42690 -3.73363
O -4.91019 0.67116 2.78119
O -1.17991 0.68202 -0.83592
O -0.53937 1.14600 4.28841
O 4.02478 5.23526 1.07028
O -3.60466 -4.06022 0.65278
O -2.69222 -6.42656 1.02457
O -4.69004 5.29741 2.07038
O 1.77255 -5.98283 -0.31153
O 0.62742 0.66779 6.65179
O 0.59760 -0.98348 -0.44099
O -6.41597 1.74155 4.23572
O 4.21545 -2.51692 -3.67723
O 5.27849 7.01210 1.80190
O -1.76755 1.41188 6.63623
O -1.41803 0.25935 -7.33506
O 7.25394 2.02332 0.24148
O -3.66653 3.31943 -5.84424
O -4.96799 -6.24464 -0.18737
O 1.26600 1.42254 -0.57383
O 3.83088 -6.27727 0.71573
O -0.97193 -0.94224 5.77727
O -4.95089 -3.50624 -3.62920
O -2.63003 -5.35873 -1.31270
O 6.47900 -2.27634 1.69388
O 5.42479 -1.42957 -2.00605
O -2.96318 7.28055 1.68245
O 5.13219 5.22803 3.06369
O 7.49234 2.31592 -1.92195
O 5.60268 -0.96313 -4.22470
O -0.04942 -0.75047 -8.87128
O 0.51589 0.20122 -2.74586
O 8.34709 -2.74831 2.55838
O -5.05020 -4.11351 -5.56730
O -6.15709 2.46742 2.29589
O -2.48852 4.77978 1.00077
C -4.57433 6.66653 -2.80384
C -2.22122 3.64618 -5.86281
C 2.52390 -6.03660 0.68281
C 3.47389 -3.31492 -2.81028
C -0.80271 0.18370 -8.48850
C 2.29499 -2.52981 -2.22998
C 9.67102 -3.34088 2.56899
C 5.67472 4.38410 -1.69431
C 2.53107 1.72727 -1.08283
C -5.73324 1.54632 3.08906
C -3.74422 6.28425 -1.47445
C -4.76455 -4.70158 2.84022
C 5.39630 -2.29181 0.74577
C 9.76675 -4.52582 3.60766
C -6.20332 0.82958 5.32218
C 0.50636 -1.06292 0.98040
C 7.46882 -3.17075 1.76628
C -1.08677 4.96465 1.30411
C -1.15722 -3.94253 -2.43228
C 0.80634 3.07393 3.85144
C -3.84813 -8.51223 1.61134
C -4.47139 5.07652 3.44412
C 0.84303 -2.54208 1.44732
C -6.21570 -2.05422 -2.31913
C 5.14044 7.96493 0.75372
C -2.69272 -7.83952 0.90316
C 7.09310 2.66247 -0.86600
C 4.68347 -6.42568 -0.35553
C 8.35270 0.49260 1.77775
C -2.54997 -0.52637 -5.30402
C -5.91337 2.39247 0.84528
C -5.20649 -4.94781 -6.62991
C 4.73155 5.76721 1.89008
C 5.07815 -1.59675 -3.17565
C -0.20925 3.81542 0.62266
C -6.31920 3.77281 -5.71636
C 8.12679 0.86013 0.31554
C 0.99467 1.72157 7.51861
C -2.97587 -0.96757 -0.25771
C 4.74892 9.36253 1.25738
C -3.15986 -1.89716 5.73835
C -1.87076 4.91225 -5.14442
C -1.93555 -1.57794 4.90878
C -0.61466 2.53283 3.84964
C -5.25819 1.47925 6.38952
C -0.43227 1.54160 -10.44051
C 3.63793 1.26671 -0.14223
C 5.00277 3.80068 3.23197
C -1.72373 -0.89922 -6.56224
C -1.39895 -4.70125 -1.13671
C -4.65045 -3.77080 1.56301
C -4.65954 6.30705 4.33288
C -4.26957 2.86670 -4.68291
C 4.71856 -7.93810 -0.73500
C 1.55087 1.04723 8.87846
C -5.42752 -3.28568 -2.39111
C 6.54836 0.04650 -4.00847
C -5.37028 -4.41107 -4.37246
C -2.31487 -0.05608 -1.29258
C 0.69524 -6.11955 2.23035
H 10.21531 -2.50570 3.00981
H 3.50327 1.78413 0.80764
H -4.80388 7.72292 -2.66449
H -3.87093 6.77494 -3.62940
H -1.85935 -3.11877 -2.56086
H 0.53226 -2.71311 2.47798
H -2.16291 -1.63768 -7.23299
H 5.15781 -1.24758 0.54375
H 2.48528 2.80335 -1.25032
H 7.40630 -0.20651 -3.38554
H -4.73759 -5.77796 2.67059
H 4.33340 7.63617 0.09898
H 8.66732 1.28615 2.45553
H 3.96388 3.47984 3.30833
H -5.85745 1.43000 0.33672
H -0.72417 -1.24936 -6.30457
H -0.82885 2.92001 0.57330
H 3.70802 -8.11952 -1.10105
H 9.06114 -0.33542 1.75394
H -3.68608 -1.65799 -0.71272
H -6.70056 3.02609 0.43668
H 4.74993 -8.64208 0.09658
H 5.63767 -2.77571 -0.20063
H -3.48781 4.66889 3.67754
H -6.55260 -1.87352 -1.29837
H -5.62286 -1.17585 -2.57425
H 5.51695 -8.15673 -1.44414
H -0.67605 -5.49409 -0.94460
H -3.04423 0.66636 -1.65894
H -5.49275 6.09255 -2.92698
H 0.28215 2.27392 -10.06449
H 1.04298 0.12474 9.15981
H -0.51949 -0.80738 1.24577
H -3.59877 -0.42467 -5.58288
H -0.85184 5.90998 0.81497
H -1.13444 2.07904 -11.07786
H 5.70041 -6.08141 -0.16732
H 0.68062 3.86223 1.25041
H -5.24982 4.33673 3.63080
H 1.35365 2.47916 3.12014
H -0.11680 -3.63789 -2.54561
H 1.57285 1.72154 9.73456
H -2.90419 -2.63734 6.49654
H -3.96549 -2.33254 5.14716
H 4.00446 -3.77084 -1.97437
H 5.24177 3.79133 -2.50009
H 0.23169 0.78959 -10.86682
H 2.77522 -1.79908 -1.57919
H 0.45592 -5.79771 3.24388
H -1.37406 3.07824 4.40994
H 7.64099 0.06268 -0.24674
H -2.42396 4.97443 -4.20729
H 0.37188 -3.31899 0.84523
H -0.97548 2.45823 2.82380
H -5.97617 -4.18149 -2.10027
H -5.98463 -0.19552 5.02304
H -3.54794 -0.95259 6.11952
H 6.89159 0.34758 -4.99824
H -7.17782 0.86498 5.80921
H -5.64447 -3.75773 1.11598
H -3.45712 -0.47089 0.58479
H -1.57166 -2.48799 4.43181
H 3.04674 -4.01186 -3.53134
H -4.89627 -5.97437 -6.43490
H -2.86735 6.92953 -1.42137
H -1.25442 -4.59678 -3.29866
H 1.62720 -2.16379 -3.00984
H 1.88841 -2.84640 1.39555
H -0.81143 4.89750 -4.88814
H 4.43609 -2.71608 1.03921
H -4.07813 -7.91150 2.49130
H 6.03631 8.08206 0.14396
H 5.21199 9.50855 2.23326
H 6.30166 5.08469 -2.24587
H 0.19498 2.42286 7.75687
H 1.83667 -3.25768 -1.56046
H 2.75213 1.22096 -2.02245
H 10.77225 -4.61226 4.01948
H 1.83406 2.21557 7.02925
H -4.21100 1.24367 6.19976
H -2.00079 5.78436 -5.78523
H -1.88832 3.86026 -6.87841
H -7.08137 -1.87835 -2.95771
H -2.30657 -1.67140 0.23704
H 9.36005 -5.44239 3.18036
H -1.46281 -3.94692 -0.35249
H -4.47909 -2.73826 1.86731
H -3.37155 5.27465 -1.64739
H -0.09636 -5.78318 1.56078
H -1.70534 -8.26524 1.08187
H 0.57220 -7.19185 2.38241
H -4.96990 2.87821 0.59621
H 3.34940 0.23239 0.04499
H 9.05393 0.96283 -0.24835
H -3.84733 6.43492 5.04847
H -4.54037 -3.21971 -1.76126
H -0.89841 5.12290 2.36599
H -2.38834 0.46074 -4.87090
H -5.24233 2.56343 6.50088
H 1.16473 2.88886 4.86406
H -2.21481 -1.02136 4.01417
H -2.73930 -8.10433 -0.15315
H 4.80650 4.91195 -1.29977
H -5.66875 4.60420 -5.98801
H -1.57097 2.85240 -5.49513
H -5.59128 6.20946 4.89004
H -6.23138 -4.88679 -6.99594
H -5.73714 1.13097 7.30462
H -5.62717 -4.39011 3.42927
H 0.81295 4.11415 3.52586
H -2.17693 -0.57905 -2.23892
H -6.74609 3.14498 -6.49847
H 6.08289 0.91734 -3.54687
H 9.16694 -4.24348 4.47289
H -3.92443 -4.54952 3.51785
H 5.66914 3.40046 3.99608
H -4.53481 -4.69372 -7.44991
H 1.21330 -0.39418 1.47145
H 5.18129 10.07774 0.55765
H -3.37534 -9.46535 1.84829
H 2.53402 0.59548 8.74637
H -7.20017 4.28782 -5.33325
H 7.34903 0.29274 2.15296
H 3.70294 9.50376 1.52959
H 0.05228 3.99354 -0.42040
H 10.11337 -3.59248 1.60509
H -2.34077 -1.22049 -4.49006
H 5.27622 3.37800 2.26519
H 4.34709 -5.73985 -1.13309
H -4.73324 7.25939 3.80781
H -4.70799 -8.56185 0.94333
H 4.62923 1.48902 -0.53719
```

Spin multiplicity: 2
HOMO energy (spin up / spin down) in eV: -11.6 / -11.6
Kohn-Sham gap (spin up / spin down) in Ha: 0.2887 / 0.0604
Charge: +1

Atomic partial charges in e from the Löwdin method, atoms 1 to 8:
1 P 0.4489
2 P 0.5263
3 P 0.4948
4 P 0.5711
5 O -0.1933
6 O 0.1219
7 O 0.0073
8 O -0.0115


Entry 2:
Below is 10 unconnected molecules or ions with the total composition C60H140O30 in a non-equilibrium geometry, with properties calculated with wB97M-V/def2-TZVPD.

Geometry as XYZ:
```
230
Properties=species:S:1:pos:R:3
O 17.01977 26.59836 20.47428
O 24.12219 13.18938 20.62101
O 22.22238 15.30159 18.34203
O 18.46720 19.44145 25.36063
O 13.50898 22.18799 21.80919
O 14.93727 18.17747 11.95163
O 27.25430 16.69648 24.17943
O 22.80878 27.24592 19.00097
O 26.32534 17.42204 21.85684
O 18.39341 20.85068 20.41593
O 21.99511 19.54988 22.15621
O 18.49055 22.52136 16.74955
O 23.13708 20.63783 16.65745
O 25.37766 22.22609 21.08932
O 20.91664 19.53581 19.39427
O 27.27994 11.71105 21.53257
O 27.50029 19.31195 19.87415
O 21.04370 19.04528 26.76727
O 21.84774 25.27568 21.02534
O 18.55781 14.42940 18.90367
O 19.68654 17.54198 14.33550
O 20.19501 15.54118 21.92275
O 18.56600 24.84134 18.33688
O 25.78621 22.71330 18.02581
O 17.63292 19.07199 12.71599
O 12.32853 18.00497 18.72126
O 21.03499 27.54451 16.58764
O 16.63115 18.48472 23.44070
O 13.97165 19.68164 20.57688
O 17.09210 17.04183 18.26664
C 22.98800 25.13690 20.16783
C 18.32902 26.10084 20.40225
C 17.96747 18.79944 23.03992
C 19.10360 20.29919 26.20824
C 22.42391 27.77780 16.71699
C 26.19280 23.55093 19.11685
C 13.05153 23.07872 22.78759
C 19.50176 14.60305 21.12157
C 21.73674 18.12662 22.11190
C 18.29215 22.18406 19.81424
C 16.60641 19.95648 12.28512
C 25.70481 18.01757 20.74183
C 26.65413 18.24249 19.59917
C 24.39203 21.27810 16.81634
C 21.47057 20.64835 20.05616
C 19.78156 19.72298 18.59109
C 19.27680 15.31480 19.80393
C 25.64954 21.73243 22.39686
C 20.68986 15.05296 23.15811
C 25.37765 17.13637 22.85396
C 23.33632 19.28705 16.39033
C 18.43149 14.99344 17.62499
C 28.44024 19.42330 18.84083
C 17.49422 18.34811 13.97164
C 18.39885 17.13652 13.93264
C 20.64498 20.27349 26.19167
C 23.07429 14.97914 19.39925
C 17.61004 21.55786 16.12957
C 24.45711 22.17084 18.04351
C 25.20026 12.31019 20.52111
C 22.51377 20.10680 21.03524
C 18.46588 19.84543 19.36915
C 21.45620 23.95482 21.35486
C 11.92613 19.10285 19.48516
C 26.01811 16.08546 23.74244
C 15.66867 19.25402 11.35973
C 11.29078 17.13134 18.20278
C 23.06801 26.85760 17.65019
C 18.40125 23.75994 16.15303
C 13.01747 20.13349 19.65428
C 16.05432 25.82215 19.78442
C 19.14586 24.74336 17.00492
C 26.53787 22.74868 20.41341
C 14.22998 17.55874 10.93633
C 18.49682 19.86943 23.95425
C 15.01832 20.45932 21.03164
C 22.39068 18.66473 26.46320
C 15.73640 17.39667 18.61658
C 20.52039 28.64705 15.91267
C 14.64770 21.38089 22.20923
C 27.88013 15.93062 25.22168
C 18.90316 26.09292 18.99289
C 22.13310 16.62620 18.16900
C 17.22408 15.91762 17.38942
C 23.32423 13.45581 19.43542
C 20.62952 16.41441 14.14867
C 28.12452 11.62913 22.66262
C 26.02166 12.35587 21.83434
C 23.56081 26.49809 19.93106
C 16.12879 17.45956 22.65653
H 20.17500 13.77527 20.89202
H 18.46038 25.11416 20.77107
H 19.43906 28.50609 15.72620
H 25.49024 24.33561 19.42270
H 19.57505 20.00592 23.72122
H 19.98003 20.56527 17.97280
H 24.63840 26.49750 19.67734
H 17.95562 20.85226 23.86612
H 20.27530 15.56503 19.36902
H 24.10024 15.45616 19.22332
H 21.02664 28.77705 14.94860
H 22.90340 27.71106 15.71938
H 24.21178 21.68670 18.99858
H 20.64748 29.54910 16.53195
H 20.46075 15.71103 14.97436
H 18.55817 14.29448 21.66018
H 22.74691 24.59925 19.25969
H 24.68108 21.34555 22.74704
H 15.08535 16.53732 18.82730
H 21.64240 14.58858 23.10152
H 22.43666 12.83802 19.53164
H 28.23119 14.97470 24.83546
H 17.54156 20.67200 16.78904
H 21.95664 21.27225 19.29616
H 19.07467 25.69128 16.54195
H 18.34136 16.80807 12.90379
H 12.54089 21.03960 19.97361
H 25.53237 11.75709 22.66479
H 26.20320 15.10502 23.27170
H 24.94148 11.23682 20.27845
H 21.59090 16.88111 17.23818
H 27.28998 21.97089 20.25816
H 18.51372 17.88511 22.97453
H 18.27188 14.10961 16.97082
H 26.02910 18.44297 18.73249
H 20.79619 21.27695 20.64448
H 23.74125 18.81624 17.26484
H 26.33606 20.87074 22.31571
H 17.24213 16.37572 16.38930
H 25.30135 15.84059 24.58049
H 21.01559 20.44125 25.16113
H 17.63575 19.87464 18.72731
H 19.32686 15.54107 17.35077
H 26.23794 13.34675 22.22856
H 24.91414 17.35127 20.45807
H 13.51099 20.30294 18.68770
H 22.55345 28.76076 17.13269
H 17.38930 24.04353 15.98918
H 17.77204 19.02662 14.78242
H 15.04489 26.12527 20.20104
H 10.44840 17.75015 17.86805
H 25.89865 12.54355 19.70965
H 17.10819 20.75200 11.74683
H 16.23956 24.74079 19.92530
H 28.73308 16.52485 25.55299
H 15.02078 20.04323 10.96253
H 18.80962 16.27363 19.90421
H 23.01894 19.17406 27.20364
H 16.49264 17.92361 14.06472
H 23.19999 20.89888 21.31513
H 14.97206 17.16164 10.20420
H 25.15532 18.04068 23.40599
H 11.02119 16.44854 18.98845
H 18.00012 21.30257 15.15262
H 24.00332 19.09904 15.57903
H 23.73074 24.46416 20.64277
H 13.57550 18.26407 10.41662
H 27.24080 17.32045 19.39018
H 21.67290 17.15558 18.99547
H 21.04944 21.06157 26.79021
H 18.94470 26.80467 20.97000
H 15.22586 18.02544 17.86865
H 22.70856 15.36654 20.39386
H 25.95876 22.49600 23.07294
H 18.73654 20.07495 27.17043
H 20.75179 15.86982 23.91880
H 18.03748 19.18950 22.00292
H 21.88922 17.80950 23.15910
H 22.79779 25.82019 17.51925
H 11.52717 18.77649 20.43375
H 18.86532 21.32381 25.90986
H 22.52862 17.73404 21.36072
H 20.02304 26.11063 19.04828
H 15.54294 21.97720 22.48941
H 13.74257 23.98222 22.96035
H 19.76158 18.85990 17.97081
H 18.04314 16.33669 14.54261
H 18.33290 22.82469 20.72939
H 16.23202 18.77492 10.53739
H 23.81189 23.03499 17.97484
H 20.17235 24.39983 17.10913
H 18.63513 26.93113 18.38842
H 27.19586 15.81269 26.07453
H 15.76141 19.78079 21.42472
H 24.66336 22.03215 16.03044
H 13.58965 16.71734 11.34238
H 19.15763 22.35149 19.18009
H 20.42457 15.88929 13.19389
H 29.08614 11.41387 22.33613
H 16.15325 26.03740 18.69393
H 22.28436 23.45972 21.86254
H 28.00244 19.52771 17.83548
H 16.33187 15.31576 17.47526
H 29.05412 20.29393 19.02293
H 18.49210 18.91876 19.97704
H 12.07976 23.41627 22.39797
H 27.78587 10.80007 23.31862
H 24.18329 26.78140 17.53600
H 27.17815 23.89123 18.76496
H 20.80664 17.91573 21.67679
H 20.57608 24.06157 21.98935
H 16.89431 16.65528 22.55951
H 16.60693 21.98116 16.09994
H 17.36911 22.26845 19.25134
H 23.20490 19.40373 20.50428
H 23.88746 13.11924 18.52268
H 14.39498 20.87136 23.16134
H 11.07058 19.61229 19.00726
H 27.95422 12.53850 23.23146
H 27.02677 23.58192 21.03601
H 18.85774 23.64767 15.13052
H 22.39754 18.78763 16.19379
H 11.76510 16.68656 17.35203
H 23.10745 17.10909 18.08918
H 22.38938 17.57758 26.59918
H 20.02425 14.30368 23.66411
H 21.18256 23.36337 20.45409
H 21.67397 16.81716 14.08952
H 16.07111 20.32038 13.16189
H 29.02321 18.49893 18.76412
H 25.29816 19.00301 21.00263
H 12.81946 22.54433 23.73021
H 22.71288 18.94910 25.43392
H 23.52972 27.02265 20.88114
H 15.50354 21.03136 20.20590
H 24.38048 16.86150 22.46123
H 15.90640 17.97120 19.55888
H 25.14892 20.46339 16.69935
H 15.26677 17.01151 23.13716
H 15.93876 17.75217 21.61138
```

ΔE to the lowest compared entry with this formula, charge and spin in kJ/mol: 72.5
SMILES: COCCOCCOC.COCCOCCOC.COCCOCCOC.COCCOCCOC.COCCOCCOC.COCCOCCOC.COCCOCCOC.COCCOCCOC.COCCOCCOC.COCCOCCOC
HOMO energy in eV: -9.1
Kohn-Sham gap in Ha: 0.3562
Charge: 0

Atomic partial charges in e from the Löwdin method, atoms 1 to 8:
1 O -0.1842
2 O -0.1584
3 O -0.1749
4 O -0.1165
5 O -0.2174
6 O -0.1827
7 O -0.1840
8 O -0.1151


Among the records above, which one has the lowest charge? C60H140O30


The lowest charge belongs to which entry? C60H140O30